# C18H14CrF5IN2O

A molecular structure, C18H14CrF5IN2O at a distorted geometry (ωB97M-V/def2-TZVPD, OMol25).

As for the spin multiplicity: 5. The calculation puts the LUMO energy (alpha / beta) at -1.24 / -1.58 eV. The calculation puts the frontier orbital gap (alpha / beta) at 5.79 / 6.36 eV. As for the HOMO energy (alpha / beta): -0.258 / -0.292 hartree.

```
42
Properties=species:S:1:pos:R:3:forces:R:3:lowdin_charge:R:1
I 2.14288 -0.07499 -0.42045 1.18 -0.05 0.30 0.1806
Cr -0.30856 0.03379 -0.98548 -0.51 0.03 0.91 0.2852
F -3.35136 2.82402 3.82802 0.13 -0.67 -0.33 0.1008
F -3.89645 0.57306 5.27835 -0.17 0.00 -0.23 0.0986
F -3.59302 -1.91822 4.17987 0.16 0.54 -0.38 0.1044
F -2.42697 -2.15030 1.69161 -0.01 0.24 0.21 0.0894
F -2.15163 2.57725 1.35369 -0.12 -0.29 0.30 0.0844
O -1.40399 0.06839 0.51223 -0.82 0.13 0.30 -0.2306
N -0.50942 1.29111 -2.44583 -0.16 0.95 -1.54 -0.0518
N -0.73262 -1.20995 -2.41330 -0.37 -0.93 -1.39 -0.0470
C -3.25828 -0.82329 3.46523 -0.21 0.55 0.52 -0.1357
C -3.13203 1.60556 3.28184 -0.33 -0.21 0.76 -0.1351
C -0.75081 -1.55796 -4.78598 -0.08 0.05 0.25 0.0137
C -2.54561 1.48096 2.04347 0.44 -0.62 -0.59 -0.1319
C -0.90130 -3.42983 -3.26265 0.02 0.19 0.20 -0.0323
C 1.07299 -0.72671 3.76089 -0.21 -1.04 0.28 -0.1782
C -3.45518 0.45432 4.01552 0.19 -0.10 -0.25 -0.1409
C -0.69836 -0.69659 -3.68883 -0.07 -1.59 0.75 -0.1806
C 1.23970 0.76330 3.71281 -0.02 1.10 -0.43 -0.1799
C -0.56147 0.74874 -3.70800 0.29 1.39 0.81 -0.1834
C -0.17890 3.46770 -3.35461 -0.02 -0.08 -0.05 -0.0299
C -0.87986 -2.54073 -2.19665 0.25 0.79 -0.81 -0.0642
C -2.67520 -0.93413 2.22123 0.27 0.47 -0.41 -0.1380
C -0.42041 1.56499 -4.82780 -0.07 0.04 0.12 0.0116
C -0.19388 2.93453 -4.65504 -0.13 -0.26 0.35 -0.0291
C -0.38110 2.62815 -2.27038 0.14 -0.79 -0.67 -0.0722
C -0.82657 -2.93928 -4.57272 -0.02 0.40 0.23 -0.0320
C -2.21411 0.20606 1.51266 -0.02 -0.04 1.05 -0.2635
H 2.24848 1.07373 3.99452 -0.09 0.04 -0.03 0.0622
H -0.83669 -3.63394 -5.41095 -0.01 0.23 0.17 0.1151
H 0.82732 -1.16398 2.78655 0.11 0.11 0.13 0.0478
H -0.73602 -1.10961 -5.77590 0.05 -0.37 0.06 0.1128
H -0.95607 -2.82916 -1.14848 0.09 -0.09 -0.29 0.1327
H -0.95632 -4.49040 -3.04280 -0.08 0.11 -0.19 0.1140
H 1.97719 -1.21987 4.13298 -0.16 -0.03 -0.12 0.0638
H 0.01377 4.52179 -3.16614 -0.16 -0.21 -0.18 0.1158
H -0.41826 2.95534 -1.23288 0.14 0.10 -0.25 0.1307
H 0.53765 1.27707 4.37802 0.13 -0.03 -0.07 0.0618
H 0.26355 -0.99315 4.44729 0.06 -0.14 -0.09 0.0600
H 1.05796 1.14373 2.69726 0.09 0.00 0.26 0.0413
H -0.48867 1.09162 -5.80475 0.13 0.36 0.08 0.1136
H -0.04156 3.59127 -5.51328 -0.05 -0.27 0.25 0.1162
```
Forces are in eV/Å.